# 1
# C20H91FN2O41S

39 unconnected molecules or ions with the total composition C20H91FN2O41S in a non-equilibrium geometry (wB97M-V/def2-TZVPD, the Open Molecules 2025 dataset).

Structure (XYZ):
```
156
Properties=species:S:1:pos:R:3:forces:R:3:mulliken_charge:R:1
O 4.466583 3.977869 -0.564400 -0.580 0.339 -0.058 -0.538
C 3.283362 3.865036 -0.766786 -1.152 -0.436 -0.286 0.260
C 2.210283 3.822127 0.374870 -1.672 -0.337 1.025 0.685
C 2.201223 4.710146 1.520915 -0.884 -1.261 -0.188 -0.897
C 1.105962 4.586752 2.496805 -0.642 -1.008 -1.087 -0.595
C 0.013545 3.614849 2.346003 1.788 -0.279 -2.095 -0.853
C 0.029253 2.699738 1.189429 1.697 1.344 0.322 -0.362
C 1.115424 2.834177 0.246925 0.476 0.666 -0.052 0.312
C 1.174783 1.935091 -1.030388 0.391 1.330 0.256 -0.087
O 0.976269 0.738148 -0.987710 -0.189 0.632 -0.022 0.093
C 1.561343 2.722296 -2.331119 0.447 0.668 -0.819 0.279
C 2.667314 3.700747 -2.202550 -0.720 -0.214 -0.891 0.243
C 3.120739 4.473534 -3.354759 -2.047 -2.131 0.114 -0.467
C 2.396240 4.222585 -4.615132 0.049 -0.068 1.035 -0.783
C 1.297531 3.286365 -4.731784 1.021 0.190 1.853 0.143
F 0.673418 3.148614 -5.954715 0.739 0.213 1.626 -0.352
C 0.846896 2.482765 -3.578472 1.277 0.743 0.283 0.370
C -0.336237 1.475942 -3.670037 -0.217 0.685 -0.949 0.246
C -0.157890 0.360461 -4.778589 -0.174 0.055 0.327 -0.366
C 0.452646 -0.986471 -4.260853 -0.116 -0.726 -0.378 -0.446
C -0.367709 -1.652783 -3.094053 -0.587 0.238 -0.136 0.487
S 0.525123 -3.206987 -2.533888 -0.265 0.469 1.399 -0.098
C 0.285632 -3.241529 -0.737101 -0.940 -0.826 0.291 -0.129
N -0.233121 -4.278870 -0.012532 1.813 3.223 -1.758 -0.098
N -0.195212 -3.846418 1.270956 0.317 1.486 1.996 -0.436
C 0.273417 -2.609942 1.370838 -0.716 -2.608 -1.679 -0.248
O 0.613683 -2.178605 0.086731 -0.600 -0.859 0.549 0.060
H 3.034618 5.471156 1.625944 -1.348 -0.991 0.078 0.518
H 1.023303 5.258459 3.386830 0.354 -0.608 -0.994 0.455
H -0.830230 3.540324 3.061246 0.940 0.320 -0.439 0.491
H -0.743100 1.909144 0.981462 0.769 1.091 0.433 0.396
H 3.962402 5.214392 -3.264020 -1.195 -1.021 -0.135 0.239
H 2.724866 4.829697 -5.496910 -0.588 -0.827 0.754 0.370
H -0.608214 1.014682 -2.692065 0.474 0.596 -0.784 -0.181
H -1.236358 2.087695 -3.977823 0.905 -0.549 0.317 0.232
H -1.183448 0.167450 -5.203668 1.189 0.062 0.397 -0.036
H 0.487134 0.745735 -5.619333 -0.712 -0.416 0.861 0.537
H 1.546873 -0.932002 -4.001351 -1.083 0.225 -0.001 0.297
H 0.386377 -1.712497 -5.123851 0.192 0.719 0.868 0.182
H -0.500231 -0.995106 -2.199635 0.372 -0.496 -0.764 -0.891
H -1.398389 -2.006657 -3.426075 1.398 0.605 0.361 0.796
H 0.373409 -2.031091 2.314564 0.118 -0.290 -1.325 0.524
O -0.307117 4.136522 5.408309 0.079 0.215 0.188 -0.603
H -1.054970 3.988588 5.999199 0.054 -0.083 -0.067 0.260
H 0.341864 3.478766 5.686768 -0.195 -0.100 -0.004 0.331
O -2.939689 -3.370557 -3.439393 0.012 -0.139 0.221 -0.496
H -3.686784 -3.521590 -2.844281 -0.109 0.090 -0.053 0.294
H -2.282145 -4.023138 -3.160251 -0.130 -0.168 -0.157 0.274
O -1.272292 -5.792641 -2.455988 -0.108 -0.411 -0.030 -0.467
H -1.112603 -6.725056 -2.261573 -0.040 0.068 0.100 0.318
H -0.916341 -5.331523 -1.685193 -0.016 -0.046 0.013 0.268
O -2.106107 0.341062 -0.081664 -0.101 -0.323 0.028 -0.618
H -2.822804 -0.251986 -0.340895 0.071 0.011 -0.046 0.349
H -1.305787 -0.127644 -0.355031 0.073 0.220 -0.016 0.014
O -0.484383 1.643026 7.039286 0.387 -0.200 0.352 -0.647
H 0.041335 1.537028 7.843683 0.022 -0.040 -0.062 0.360
H -0.669710 0.734536 6.758658 -0.131 0.205 -0.360 0.258
O 3.618202 7.585608 2.443484 0.168 -0.573 0.208 -0.520
H 3.166321 8.368792 2.781633 0.092 0.043 -0.139 0.312
H 4.262936 7.940792 1.822006 -0.020 0.131 0.195 0.208
O -1.084585 -0.247965 5.009853 -0.080 -0.243 -0.263 -0.609
H -1.915005 -0.674045 4.766292 0.036 0.016 0.132 0.299
H -0.719315 0.055267 4.170328 0.032 0.162 0.159 0.295
O 2.490756 9.343776 0.598344 0.038 0.280 0.029 -0.627
H 2.782287 8.445390 0.398395 -0.362 -0.028 -0.146 0.330
H 1.546476 9.327121 0.406395 0.101 -0.056 -0.053 0.301
O 0.697410 -6.191609 3.565847 0.150 0.102 -0.171 -0.519
H 1.433867 -5.647144 3.873317 -0.203 -0.039 0.233 0.254
H 0.281030 -5.656048 2.879956 0.014 0.000 0.147 0.334
O 0.409915 -8.943143 5.349996 0.136 -0.039 -0.041 -0.640
H 1.143565 -8.399711 5.655574 -0.096 -0.014 -0.054 0.305
H -0.006507 -8.407107 4.664281 0.012 0.048 0.122 0.316
O 0.849496 -3.914746 -5.872313 -0.141 -0.179 0.175 -0.591
H 0.136468 -4.521368 -6.108923 -0.001 0.067 0.048 0.286
H 1.650461 -4.375842 -6.151204 -0.044 0.085 -0.063 0.289
O 4.275151 10.200928 3.177621 0.325 0.387 0.010 -0.581
H 5.017417 10.725201 3.504426 -0.030 0.011 -0.103 0.328
H 3.874107 10.761110 2.499507 -0.118 -0.172 -0.020 0.249
O 3.025408 0.174165 1.662658 -0.271 0.006 0.104 -0.668
H 2.257227 0.202642 1.077106 0.140 0.090 -0.127 0.255
H 3.214428 1.102909 1.842872 0.007 -0.068 -0.022 0.328
O -1.385365 3.224985 9.220934 0.107 0.125 -0.061 -0.613
H -0.943244 4.080063 9.317791 -0.022 0.020 0.076 0.336
H -1.115323 2.922605 8.344945 -0.307 -0.023 0.044 0.350
O 3.181879 -1.426134 -1.335668 0.153 -0.127 0.043 -0.566
H 2.444316 -1.576635 -0.735715 0.030 0.173 -0.085 0.199
H 3.845680 -2.066781 -1.055993 0.023 0.124 -0.051 0.275
O -1.856114 -6.655424 2.142420 -0.476 0.168 0.004 -0.720
H -2.318529 -5.871112 2.466330 0.161 0.075 -0.079 0.404
H -1.222397 -6.304906 1.504700 -0.074 -0.101 -0.037 0.179
O 1.705770 6.865074 -1.075947 0.088 0.005 0.002 -0.599
H 2.139197 6.002457 -1.054546 -0.178 0.184 -0.015 0.297
H 1.740389 7.119368 -2.005944 0.083 0.007 0.073 0.286
O -2.473510 -0.545348 -6.784352 -0.079 0.524 0.618 -0.592
H -2.161975 -1.440264 -6.963035 -0.205 0.050 -0.226 0.247
H -3.413579 -0.584654 -6.987368 0.171 -0.236 -0.274 0.286
O -2.904919 -2.333545 -8.663540 -0.352 -0.380 -0.644 -0.569
H -3.727607 -2.774661 -8.912035 -0.037 0.002 0.306 0.266
H -2.532639 -2.036398 -9.504668 0.331 -0.013 0.235 0.307
O 7.004717 7.727097 2.608577 -0.239 0.049 -0.095 -0.638
H 6.278394 8.257930 2.958603 0.052 -0.058 0.035 0.338
H 6.568888 6.954721 2.230003 0.108 -0.010 0.084 0.319
O -4.853894 -7.744982 1.681814 -0.026 -0.254 -0.018 -0.679
H -4.867407 -8.061987 0.770354 -0.017 0.131 0.021 0.311
H -3.961284 -7.394248 1.796690 0.216 -0.036 -0.022 0.372
O 3.902246 6.545527 5.542921 0.148 -0.082 -0.093 -0.629
H 4.335735 5.685085 5.573361 -0.027 0.078 0.041 0.312
H 3.932388 6.789866 4.608063 -0.076 0.047 -0.081 0.304
O -4.005200 -10.671218 1.622108 -0.282 -0.016 0.065 -0.607
H -4.746256 -11.286021 1.669172 0.121 -0.023 -0.041 0.327
H -4.390451 -9.816719 1.859305 0.142 0.071 -0.022 0.316
O 2.078723 -4.015308 5.349652 0.112 0.186 -0.293 -0.619
H 1.615935 -3.233808 5.673246 -0.052 -0.145 0.052 0.301
H 2.713181 -3.663763 4.713264 0.060 -0.010 0.151 0.319
O -5.368086 -3.308266 -1.585481 -0.157 0.033 0.090 -0.611
H -6.119437 -3.912068 -1.563455 0.125 -0.033 -0.032 0.296
H -5.743772 -2.456113 -1.336476 0.093 -0.021 -0.098 0.297
O 2.151211 -3.776132 -8.235613 0.144 0.295 -0.372 -0.621
H 1.687265 -2.998984 -7.897761 -0.083 -0.158 0.133 0.336
H 2.783890 -3.417187 -8.868767 0.019 -0.124 0.061 0.298
O 4.745056 7.229997 -2.569930 0.152 0.060 -0.112 -0.575
H 5.263178 7.871622 -2.070305 -0.100 -0.042 0.016 0.281
H 5.319540 6.992319 -3.307553 -0.004 0.071 0.064 0.291
O -5.403814 -9.428897 4.759447 0.130 -0.037 -0.204 -0.644
H -4.946742 -10.276856 4.809493 0.021 0.094 0.057 0.334
H -5.397086 -9.214120 3.818293 -0.054 0.105 0.082 0.288
O -3.761001 0.683272 9.619229 0.096 0.101 -0.122 -0.644
H -3.319281 1.537323 9.715962 0.041 -0.022 0.027 0.339
H -3.492929 0.380236 8.745419 -0.040 0.019 0.087 0.297
O 1.337235 -7.117814 -0.651776 -0.075 0.132 -0.125 -0.624
H 0.874056 -6.340784 -0.316198 0.056 0.021 0.031 0.294
H 1.970106 -6.758737 -1.284437 -0.036 -0.078 0.037 0.329
O -5.874991 -2.820463 -7.753539 -0.157 0.105 0.040 -0.594
H -5.885021 -2.510176 -6.840595 0.121 -0.091 -0.047 0.306
H -6.794383 -2.752481 -8.034685 0.096 -0.036 -0.038 0.305
O -1.869347 -7.187938 -5.219567 0.159 -0.117 0.150 -0.639
H -1.708803 -8.119706 -5.033088 -0.034 0.062 -0.107 0.311
H -1.518050 -6.727992 -4.446583 -0.103 0.182 -0.061 0.338
O 4.435745 9.677260 6.259673 0.289 0.018 -0.112 -0.627
H 4.867376 8.814123 6.289227 -0.213 -0.043 0.051 0.317
H 4.466454 9.921435 5.327580 -0.290 -0.098 0.110 0.307
O -4.132362 1.349083 -4.374653 0.089 0.048 -0.185 -0.622
H -3.709172 2.208182 -4.266152 -0.116 -0.046 0.078 0.300
H -3.847112 1.055066 -5.249231 0.109 -0.067 0.154 0.281
O -4.448872 2.456992 -0.577258 -0.074 -0.209 0.182 -0.598
H -5.200430 2.309208 0.007514 0.024 0.110 -0.086 0.302
H -3.799896 1.798721 -0.300020 0.158 0.182 -0.096 0.299
O -0.410457 -1.955459 -10.291273 0.044 -0.073 -0.257 -0.633
H 0.036734 -2.809599 -10.243193 -0.100 0.012 0.139 0.331
H -0.372958 -1.723785 -11.226634 0.022 0.056 0.091 0.303
O -2.497777 -7.281974 5.186971 -0.229 0.161 -0.326 -0.626
H -3.324548 -7.727779 4.959630 0.042 -0.087 0.179 0.344
H -2.143622 -6.994621 4.335448 0.186 -0.171 0.135 0.330
O 0.365062 5.719086 8.631728 0.112 -0.021 -0.182 -0.617
H 0.516151 5.671081 7.678673 -0.083 -0.002 0.028 0.317
H 1.043057 6.327933 8.945853 -0.089 -0.059 0.057 0.304
```
Forces are in eV/Å.

Calculated values
molecular weight: 1066.986 g/mol
total charge: 0
frontier orbital gap: 8.5 eV


# 2
# C3H6N2O2

C3H6N2O2 in the gas phase in a non-equilibrium geometry (wB97M-V/def2-TZVPD, the Open Molecules 2025 dataset).

Structure (XYZ):
```
13
Properties=species:S:1:pos:R:3:forces:R:3:mulliken_charge:R:1
N -2.077308 -0.036259 -0.377060 0.559 0.930 -0.392 -0.568
C -0.758903 -0.047916 -0.992214 0.527 0.458 -1.049 -0.299
C 0.350319 -0.709947 -0.161244 -0.174 -2.510 -0.800 0.393
O 0.504680 -1.936438 -0.048633 -0.799 2.500 -0.279 -0.560
N 1.405383 0.107395 0.253759 0.356 0.658 1.307 -0.247
C 1.394375 0.993929 1.379272 -0.156 2.029 -0.131 0.097
O 0.732163 1.994263 1.588384 0.350 -2.116 -0.789 -0.464
H -2.817350 -0.144498 -1.064178 0.255 -0.050 0.128 0.246
H -2.010578 -0.850327 0.155303 -1.020 -1.648 1.310 0.246
H -0.386607 0.961793 -1.193834 -0.300 -0.040 -0.037 0.254
H -0.781011 -0.602924 -1.965443 0.376 0.288 0.681 0.300
H 2.213086 -0.484612 0.369326 0.082 -0.355 0.112 0.304
H 2.231750 0.755541 2.056562 -0.057 -0.145 -0.061 0.297
```
Forces are in eV/Å.

Calculated values
molecular weight: 102.093 g/mol
total charge: 0
energy above the lowest of the compared OMol25 structures with the same formula, charge and spin: 204.7 kJ/mol
frontier orbital gap: 10.2 eV
structure (SMILES): NCC(=O)NC=O


# 3
# C5H10O2

A molecular structure, C5H10O2 in a non-equilibrium geometry (wB97M-V/def2-TZVPD, the Open Molecules 2025 dataset).

Structure (XYZ):
```
17
Properties=species:S:1:pos:R:3:forces:R:3:mulliken_charge:R:1
C -2.092474 0.207808 -0.063277 0.315 0.074 0.093 -1.262
C -0.965294 -0.782033 -0.420814 0.979 0.452 0.082 0.378
O -0.152192 -0.318499 -1.469302 -0.523 1.096 -1.474 -0.685
C 0.153810 -1.007006 0.632760 1.689 0.639 0.567 -0.879
C 1.888068 -0.124395 0.368022 -1.929 -1.058 0.196 -0.832
C 1.521809 1.292820 0.300251 -0.639 0.336 -0.196 0.189
O 0.789318 1.784464 -0.554404 0.749 0.535 0.516 -0.526
H -2.788071 -0.159514 0.704909 0.325 -0.065 -0.121 0.361
H -1.650596 1.145056 0.283890 -0.137 0.024 0.035 0.306
H -2.685109 0.434244 -0.961363 0.271 -0.172 0.171 0.305
H -1.481804 -1.729340 -0.730244 0.903 0.480 0.326 0.367
H 0.221066 0.613847 -1.181687 -0.915 -1.716 -0.968 0.488
H -0.036230 -0.599439 1.609873 -0.305 -0.515 0.601 0.427
H 0.522033 -2.026278 0.582487 -0.063 0.003 0.489 0.317
H 2.158934 -0.592770 -0.572797 0.032 0.276 -0.092 0.338
H 2.663658 -0.296003 1.148834 -1.041 -0.272 -0.289 0.330
H 1.806633 1.958060 1.128905 0.289 -0.118 0.064 0.378
```
Forces are in eV/Å.

Calculated values
molecular weight: 102.133 g/mol
total charge: 0
energy above the lowest of the compared OMol25 structures with the same formula, charge and spin: 328.3 kJ/mol
frontier orbital gap: 9.4 eV